# 1
A gas-phase ion, C5H13N2O (charge +1), computed with wB97M-V/def2-TZVPD.

Structure (XYZ):
```
21
Properties=species:S:1:pos:R:3:mulliken_charge:R:1
N -1.786 0.079 0.932 -0.23
C -0.509 0.746 0.510 -0.13
C 0.412 -0.229 -0.221 -0.94
C -0.144 -0.753 -1.540 -0.31
C 0.857 -1.643 -2.275 -1.35
C 0.078 1.209 1.858 0.51
N 1.268 1.792 1.867 -0.31
O -0.591 1.012 2.865 -0.66
H -1.814 -0.900 0.660 0.34
H -1.797 0.146 1.979 0.35
H -2.607 0.560 0.577 0.34
H -0.806 1.601 -0.092 0.39
H 0.690 -1.034 0.463 0.38
H 1.330 0.306 -0.440 0.40
H -1.020 -1.379 -1.370 0.36
H -0.435 0.090 -2.173 0.30
H 0.388 -2.200 -3.085 0.38
H 1.300 -2.370 -1.585 0.35
H 1.691 -1.087 -2.694 0.35
H 1.686 2.104 2.730 0.28
H 1.808 1.952 1.033 0.20
```

The structure (SMILES) is CCC[C@@H]([NH3+])C(N)=O. The value obtained for the orbital gap is 11.741 eV. As for the total charge: +1. For the relative energy (zero: lowest compared OMol25 entry of this formula, charge and spin), the calculation gives 13.4 kJ/mol.

# 2
6 unconnected molecules or ions with the total composition C5H20FN10O5, computed with wB97M-V/def2-TZVPD.

Structure (XYZ):
```
41
Properties=species:S:1:pos:R:3:mulliken_charge:R:1
F -0.012 0.307 -0.268 -0.93
C -0.458 4.192 2.872 0.60
O -0.398 5.313 3.270 -0.67
N -1.284 3.318 3.312 -0.40
N 0.291 3.727 1.931 -0.38
H -2.029 3.745 3.844 0.24
H -1.311 2.508 2.710 0.20
H 0.078 2.878 1.426 0.19
H 0.849 4.407 1.434 0.21
C -0.402 -4.171 2.256 0.64
O -0.517 -4.860 3.219 -0.66
N -1.005 -3.038 2.095 -0.37
N 0.427 -4.327 1.255 -0.36
H -1.643 -2.866 2.859 0.19
H -0.799 -2.376 1.361 0.18
H 1.133 -5.047 1.315 0.21
H 0.393 -3.531 0.633 0.17
C 4.418 -0.109 1.864 0.67
O 5.522 -0.549 1.990 -0.68
N 3.774 -0.248 0.744 -0.35
N 3.863 0.755 2.643 -0.39
H 2.894 0.219 0.577 0.14
H 4.115 -0.886 0.040 0.18
H 4.530 1.182 3.270 0.22
H 3.017 1.244 2.387 0.19
C -4.005 1.671 -2.434 0.62
O -4.946 2.043 -3.013 -0.64
N -3.923 0.984 -1.334 -0.36
N -2.784 1.926 -2.844 -0.38
H -4.791 0.657 -0.937 0.19
H -3.003 0.817 -0.951 0.18
H -1.958 1.618 -2.351 0.18
H -2.691 2.646 -3.547 0.19
C 0.311 -1.977 -4.393 0.65
O 0.243 -2.560 -5.480 -0.73
N -0.227 -2.537 -3.362 -0.37
N 0.992 -0.872 -4.155 -0.37
H -0.179 -1.996 -2.511 0.19
H -0.849 -3.302 -3.580 0.21
H 1.406 -0.388 -4.939 0.20
H 0.959 -0.516 -3.210 0.20
```

The value obtained for the orbital gap is 9.015 eV. As for the total charge: -1. For the relative energy (zero: lowest compared OMol25 entry of this formula, charge and spin), the calculation gives 433.1 kJ/mol.

# 3
A molecular structure, C33H40BCrF4GeN6O5Se, computed with wB97M-V/def2-TZVPD.

Structure (XYZ):
```
92
Properties=species:S:1:pos:R:3:mulliken_spin:R:1
Cr -0.181 -0.002 -1.389 3.06
C -0.006 -0.901 5.503 0.00
C 0.348 -0.696 4.056 0.01
C 1.317 -1.480 3.427 0.00
C 1.602 -1.329 2.087 0.01
C 0.954 -0.374 1.285 -0.09
N 1.247 -0.258 -0.075 -0.03
C 2.603 -0.316 -0.420 0.03
C 3.575 0.302 0.379 0.01
C 4.911 0.311 0.039 0.00
C 5.348 -0.266 -1.151 0.01
C 6.788 -0.186 -1.578 0.00
C 4.397 -0.867 -1.957 0.00
C 3.054 -0.926 -1.591 -0.02
N 2.157 -1.625 -2.450 0.04
C 2.515 -2.515 -3.403 0.01
C 1.484 -2.631 -4.297 0.00
C 0.503 -1.750 -3.823 0.04
N 0.905 -1.165 -2.707 -0.15
C -0.003 0.415 1.932 0.04
C -0.304 0.244 3.282 0.00
N -0.703 1.435 1.230 0.00
C -1.132 2.613 1.722 0.01
C -1.829 3.258 0.726 0.00
C -1.764 2.397 -0.367 0.04
N -1.094 1.291 -0.051 -0.09
H 0.876 -1.155 6.090 0.00
H -0.722 -1.719 5.618 0.00
H -0.453 -0.006 5.933 0.00
H 1.846 -2.234 3.998 0.00
H 2.356 -1.954 1.625 0.00
H 3.254 0.781 1.296 0.00
H 5.623 0.802 0.693 0.00
H 7.455 -0.235 -0.718 0.00
H 6.987 0.754 -2.096 0.00
H 7.047 -0.999 -2.256 0.00
H 4.707 -1.282 -2.906 0.00
H 3.471 -3.007 -3.364 0.00
H 1.422 -3.274 -5.155 0.00
H -0.471 -1.566 -4.240 0.00
H -1.081 0.857 3.724 0.00
H -0.886 2.911 2.726 0.00
H -2.291 4.227 0.776 0.00
H -2.131 2.526 -1.372 0.00
C -3.339 0.070 -2.032 0.01
O -1.973 0.147 -2.499 -0.01
H -3.996 0.347 -2.853 0.00
H -3.461 0.766 -1.209 0.00
H -3.586 -0.944 -1.722 0.00
H -2.005 -0.300 -3.381 0.01
C -3.906 -2.579 3.654 0.00
Ge -3.650 -1.916 1.833 0.00
C -3.786 0.036 1.849 0.00
C -4.929 -2.722 0.604 0.00
C -1.808 -2.424 1.337 0.00
Se -1.467 -2.288 -0.571 -0.02
C 0.016 -3.523 -0.709 0.00
H -4.896 -2.312 4.024 0.00
H -3.162 -2.143 4.324 0.00
H -3.809 -3.664 3.690 0.00
H -4.828 0.355 1.873 0.00
H -3.316 0.471 0.966 0.01
H -3.290 0.435 2.734 0.00
H -5.917 -2.289 0.763 0.00
H -4.995 -3.796 0.782 0.00
H -4.648 -2.573 -0.440 0.00
H -1.665 -3.482 1.567 0.00
H -1.096 -1.857 1.924 0.00
H -0.310 -4.492 -0.338 0.00
H 0.870 -3.154 -0.145 0.00
H 0.248 -3.601 -1.768 0.00
F -1.810 -3.184 -3.371 0.00
B -2.895 -2.709 -4.138 0.00
F -2.518 -1.350 -4.547 0.00
F -4.036 -2.614 -3.347 0.00
F -3.086 -3.472 -5.262 0.00
O 0.341 3.326 -3.617 0.01
C 0.536 2.771 -2.556 0.00
O 0.451 1.481 -2.394 0.05
C 0.926 3.609 -1.357 0.02
C 0.587 4.960 -1.364 0.00
C 0.876 5.759 -0.272 0.00
C 1.523 5.185 0.810 0.00
C 1.911 3.859 0.825 0.00
C 1.601 3.072 -0.272 0.01
N 1.803 6.016 1.995 0.00
O 2.277 5.465 2.970 0.00
O 1.502 7.191 1.946 0.00
H 0.090 5.363 -2.236 0.00
H 0.610 6.805 -0.244 0.00
H 2.434 3.463 1.683 0.00
H 1.876 2.029 -0.286 0.00
```

As for the expectation value of S²: 3.778. The value obtained for the orbital gap (alpha / beta) is 7.260 / 7.426 eV. As for the spin multiplicity: 4. For the relative energy (zero: lowest compared OMol25 entry of this formula, charge and spin), the calculation gives 6.4 kJ/mol.

# 4
A gas-phase ion, C6H6N7 (charge +1), computed with wB97M-V/def2-TZVPD.

Structure (XYZ):
```
19
Properties=species:S:1:pos:R:3:mulliken_charge:R:1
C 0.330 -0.663 2.567 -0.39
C -0.796 -0.612 1.719 0.34
C 0.020 0.552 -2.329 0.35
C 1.022 0.003 0.503 0.45
C 1.336 0.776 -1.824 -0.21
C 1.778 0.601 -0.540 -0.54
N -0.473 0.852 -3.484 -0.34
N -1.725 0.471 -3.497 -0.33
N -2.097 0.028 -2.394 -0.38
N -0.288 -0.202 0.470 -0.19
N -1.079 0.111 -1.576 0.52
N 1.423 -0.246 1.851 -0.10
N -2.076 -0.951 1.903 -0.31
H 0.500 -1.087 3.475 0.50
H 1.976 1.272 -2.677 0.36
H 2.705 0.903 -0.141 0.39
H 2.406 -0.292 2.003 0.26
H -2.324 -0.892 2.860 0.29
H -2.637 -0.624 1.111 0.31
```

The structure (SMILES) is NC1=N/C(=C\C=C2N=NN=N2)[NH+]=C1. The value obtained for the orbital gap (alpha / beta) is 6.249 / 7.103 eV. As for the total charge: +1.

# 5
2 unconnected molecules or ions with the total composition C4H12, computed with wB97M-V/def2-TZVPD.

Structure (XYZ):
```
16
Properties=species:S:1:pos:R:3:mulliken_charge:R:1
C 0.163 -0.507 1.959 -0.85
C 0.226 1.015 1.851 -0.64
H 0.443 -0.869 2.944 0.34
H -0.809 -0.920 1.715 0.27
H 0.855 -0.958 1.233 0.22
H 0.169 1.334 0.816 0.13
H 1.138 1.388 2.312 0.28
H -0.619 1.500 2.368 0.26
C 0.171 0.352 -2.173 -0.87
C -0.555 -0.875 -1.634 -0.69
H 0.195 0.359 -3.259 0.33
H -0.278 1.281 -1.819 0.25
H 1.204 0.382 -1.822 0.26
H -1.069 -0.726 -0.685 0.12
H 0.136 -1.700 -1.457 0.25
H -1.330 -1.261 -2.300 0.34
```

The structure (SMILES) is CC.CC. The value obtained for the orbital gap is 12.947 eV. For the relative energy (zero: lowest compared OMol25 entry of this formula, charge and spin), the calculation gives 8.9 kJ/mol.

# 6
A molecular structure, C5HCl5NP, computed with wB97M-V/def2-TZVPD.

Structure (XYZ):
```
13
Properties=species:S:1:pos:R:3:mulliken_charge:R:1
C -3.315 -0.896 -0.213 0.39
C -1.974 -1.251 -0.227 0.43
C -3.745 0.469 -0.217 0.19
C -1.101 -0.237 -0.188 -0.06
C -2.699 1.380 -0.166 0.04
N -1.420 1.037 -0.121 -0.47
P 1.245 -0.523 -0.490 0.19
Cl -4.527 -2.074 -0.469 -0.16
Cl -1.441 -2.813 -0.308 -0.17
Cl -5.354 0.946 -0.197 -0.15
Cl -2.812 3.169 -0.184 -0.16
Cl 1.070 -1.777 -1.971 -0.14
H 1.106 0.626 -1.187 0.08
```

The value obtained for the orbital gap is 9.161 eV.